The following is a quantum chemistry calculation of a 2-piece molecular cluster, C8H13IN3 overall, from the OMol25 dataset.

```
25
Properties=species:S:1:pos:R:3
C -1.93880 -1.16519 -2.39046
C -2.02460 0.42542 -2.06409
I -3.70525 1.43470 -3.00460
C -0.59244 1.12638 -2.42899
N 0.18372 1.12277 -1.12461
C -0.05898 2.15682 -0.12690
C 0.90806 1.68581 0.97464
N 1.58710 0.49274 0.50385
C 1.13287 0.10386 -0.80319
H -2.10313 -1.81014 -1.44708
H -0.89232 -1.46667 -2.78049
H -2.74002 -1.43870 -3.16852
H -2.14317 0.49588 -0.91634
H -0.72251 2.18853 -2.83846
H 0.00117 0.53881 -3.20497
H -0.78705 3.02424 -0.18537
H 1.01140 2.22939 1.96604
H 2.28676 -0.06826 1.02306
H 1.40411 -0.77574 -1.47163
C 1.19507 -1.42512 4.08279
C 2.24022 -2.33158 3.59949
N 3.06005 -3.04411 3.21859
H 0.26421 -1.95721 4.29241
H 1.49312 -0.92005 5.00462
H 0.96582 -0.64910 3.34809
```

orbital gap: 8.73 eV
multiplicity: 1
largest force on an atom: 6.98 eV/A
relative energy (zero: lowest compared OMol25 entry of this formula, charge and spin): 57.6 kcal/mol
HOMO: -12.66 eV
E_LUMO: -3.936 eV
net charge: +1